No. 1
15
Properties=species:S:1:pos:R:3 method="wB97M-V/def2-TZVPD" relative_energy_kcal_mol=135.4 total_energy_ha=-396.00290 gap_ha=0.297 e_lumo_ev=-4.71 charge=+1 homo_ev=-12.802
C -3.30 -0.02 -0.10
C 0.03 -1.69 0.12
H 2.46 0.42 -0.16
C 1.63 0.91 0.16
N -4.43 0.22 0.02
H -1.25 1.77 -0.09
H 1.14 -3.89 -0.20
H 1.82 1.12 1.16
N -0.75 -2.75 -0.08
C 0.55 -3.00 -0.10
C 0.26 0.25 0.04
H -5.36 -0.19 0.09
N -2.09 -0.13 0.09
H 1.45 1.77 -0.48
C -1.02 0.67 -0.02

No. 2
18
Properties=species:S:1:pos:R:3 method="wB97M-V/def2-TZVPD" relative_energy_kcal_mol=81.8 total_energy_ha=-438.70199 gap_ha="0.255 / 0.175" e_lumo_ev="6.60 / 5.09" spin_multiplicity=2 charge=-2 homo_ev="-0.346 / 0.322"
C -0.46 -0.44 0.54
H -0.68 2.23 -1.15
H 2.96 -1.92 -0.86
H -0.74 0.37 1.22
C -2.39 1.03 -1.32
H -0.02 -0.74 -1.53
H 0.97 -0.54 1.98
O 1.53 0.95 2.57
C -0.99 1.20 -1.32
C -0.08 0.11 -0.85
H 1.32 -1.65 0.63
O 2.11 -2.34 -0.72
H -1.39 -1.02 0.51
H -2.94 1.99 -1.38
N 0.58 -1.17 1.24
O -3.01 -0.07 -1.31
H 2.30 1.55 2.49
H 0.95 0.45 -0.73